A 11-piece molecular cluster, C12H46N20O11 overall. Source: the Open Molecules 2025 dataset; level of theory: ωB97M-V/def2-TZVPD.

HOMO ... -9.5 eV
Energy above the lowest of the compared OMol25 structures with the same formula, charge and spin ... 0.0 kcal per mole
Lowest unoccupied orbital energy ... 0.037 eV
Total energy ... -65526.0535 eV
Total charge ... 0
SMILES ... NC(N)=O.NC(N)=O.NC(N)=O.NC(N)=O.NC(N)=O.NC(N)=O.NC(N)=O.NC(N)=O.NC(N)=O.NC(N)=O.CCO

Geometry as XYZ:
```
89
C12H46N20O11 (ωB97M-V/def2-TZVPD)
N 0.04 -2.62 -3.71
C -0.93 -3.52 -3.36
N -1.68 -3.15 -2.21
O -1.07 -4.54 -3.99
H 0.04 -1.66 -3.31
H 0.54 -2.62 -4.59
H -2.01 -3.92 -1.63
H -1.21 -2.45 -1.63
N 3.05 1.62 0.37
C 3.92 1.30 1.38
N 3.36 1.43 2.63
O 5.15 1.04 1.27
H 2.10 1.38 0.41
H 3.39 1.46 -0.58
H 3.87 0.91 3.33
H 2.34 1.53 2.82
N -4.42 2.95 1.74
C -3.95 1.95 2.47
N -4.25 0.69 2.05
O -3.49 2.13 3.60
H -4.20 3.86 2.17
H -4.61 2.82 0.75
H -4.32 0.51 1.05
H -3.99 -0.05 2.67
N -3.13 0.79 -2.42
C -3.99 1.74 -1.89
N -4.00 2.86 -2.68
O -4.58 1.59 -0.83
H -3.36 -0.19 -2.24
H -2.63 0.82 -3.30
H -4.61 3.62 -2.47
H -3.64 2.67 -3.60
N 3.82 -2.33 0.99
C 3.29 -3.26 1.76
N 3.99 -3.40 2.98
O 2.26 -3.85 1.56
H 3.35 -2.12 0.10
H 4.56 -1.76 1.25
H 3.42 -3.79 3.71
H 4.45 -2.50 3.22
N 0.93 -1.47 -0.38
C 0.30 -0.33 -0.80
N -0.21 0.54 0.12
O 0.25 -0.11 -2.05
H 0.91 -1.75 0.61
H 1.65 -1.91 -0.96
H -0.77 1.30 -0.20
H -0.28 0.30 1.08
N -1.21 -0.07 3.76
C -0.92 -1.25 3.23
N -1.88 -2.16 3.36
O 0.13 -1.46 2.61
H -0.70 0.66 3.29
H -2.13 0.10 4.11
H -2.62 -1.91 3.97
H -1.80 -3.08 2.93
N 4.53 -1.00 -3.44
C 3.42 -0.59 -2.81
N 2.66 0.27 -3.55
O 3.24 -0.86 -1.66
H 5.07 -1.70 -3.00
H 4.72 -0.60 -4.35
H 2.53 -0.07 -4.48
H 1.78 0.43 -3.08
N -0.06 -5.82 1.62
C -1.09 -5.10 1.15
N -0.91 -3.65 1.28
O -2.19 -5.49 0.79
H -0.09 -6.78 1.43
H 0.86 -5.34 1.67
H 0.01 -3.39 1.60
H -1.30 -3.03 0.58
N 0.90 4.01 1.67
C 0.07 3.12 2.31
N -1.13 3.60 2.61
O 0.43 1.98 2.67
H 0.41 4.79 1.24
H 1.70 3.62 1.21
H -1.62 4.37 2.23
H -1.71 2.95 3.13
C -0.16 4.74 -3.33
C 0.10 3.58 -2.38
O -0.73 2.50 -2.63
H 0.47 4.76 -4.22
H -0.11 5.76 -2.96
H -1.21 4.63 -3.72
H -0.09 3.94 -1.33
H 1.21 3.31 -2.40
H -0.21 1.70 -2.37
```